No. 1
ORCA calculation (wB97M-V/def2-TZVPD) on a structure of composition C19H43OsP3SSe.

Values from the calculation:
highest occupied orbital energy (alpha / beta): -18.95 / -19.83 eV
spin multiplicity: 5
F_max: 4.0 eV/Å
Kohn-Sham gap (alpha / beta): 6.02 / 2.61 eV
energy relative to the best compared isomer or geometry (same formula, charge and spin): 2.857 eV
net charge: +4
lowest unoccupied orbital energy (alpha / beta): -12.93 / -17.21 eV
electronic energy: -126868.704 eV

Geometry (Å):
H  1.7272  -3.0907  1.5908
H  -3.2268  1.5784  1.4572
H  -1.3590  2.8858  -2.0385
H  -0.7700  3.1296  4.5276
H  3.4655  -2.6599  1.2709
C  0.5337  -0.6057  -3.7599
H  1.5998  3.7592  2.2633
C  -0.6179  -2.4624  -4.8383
H  0.2889  -0.0995  -7.0878
H  3.5220  0.7913  -0.2615
C  3.1986  -0.3200  2.5697
C  0.6750  0.0460  -4.9759
C  -1.3375  -2.7864  1.3741
H  3.1950  -0.8456  -1.0577
H  0.9431  -0.1431  -2.8575
C  -1.7697  1.8750  -2.0927
Os  0.1390  0.6253  0.8052
P  2.1359  -0.6997  1.0976
H  -1.9406  -3.3662  2.0975
H  -2.0020  2.4060  3.4507
H  -3.2890  -0.5982  2.1383
H  -0.4593  -3.3965  1.1308
C  -0.0069  -1.9036  -3.6964
C  0.0006  -1.6281  3.5915
H  -1.2305  1.3310  -2.8890
H  -1.9339  -2.6887  0.4615
H  0.8358  -2.3043  3.3939
H  -2.1341  -1.1593  -1.3632
C  2.4122  -2.5202  0.9491
H  2.6837  0.8964  -1.9214
S  0.3946  1.9057  2.7755
C  1.1365  1.8278  -0.6491
H  -1.1477  -3.3781  -4.7326
H  0.0573  4.2293  2.9672
H  1.8853  2.3718  -2.5840
H  4.4464  -0.6133  0.2338
H  -2.3249  2.9791  0.8984
C  -2.4714  -0.7013  2.8566
H  1.1231  1.0624  -5.0185
H  0.0698  3.8948  1.1993
H  -3.1970  -0.8250  0.0476
H  -3.5661  -0.1370  -1.5360
C  -2.8477  2.0833  0.5584
C  -2.7493  -0.4258  -0.8596
H  4.1740  -0.7379  2.2933
H  -0.6850  -2.1378  4.2901
H  -2.3983  0.2001  3.4733
P  -0.8689  -1.1137  2.0302
H  -1.0244  1.3524  4.7032
H  -2.8124  1.9810  -2.4067
H  2.2691  -2.8250  -0.1072
H  0.3904  -0.7508  4.1097
H  -2.7672  -1.5090  3.5392
C  1.8540  1.6054  -1.8411
H  1.9068  1.5495  0.2523
H  3.3370  0.7570  2.7341
P  -1.7166  1.0424  -0.4549
H  -0.8272  -2.2914  -7.0088
H  0.5688  -1.8542  -1.5629
Se  0.0405  -3.1658  -2.2157
H  2.7827  -0.7925  3.4761
C  3.4658  -0.3041  -0.1344
C  0.2228  -0.6001  -6.1274
C  -1.0448  2.2054  3.9856
H  0.6715  2.8346  -0.5869
C  -0.4428  -1.8298  -6.0734
H  -3.6947  2.4364  -0.0522
C  0.5117  3.6288  2.1978

Atomic partial charges in e from the natural (NBO) method, atoms 1 to 2: 0.251, 0.267

No. 2
ORCA calculation (wB97M-V/def2-TZVPD) on a structure of composition C19H44BiNO2P2S.

Values from the calculation:
highest occupied orbital energy (alpha / beta): -12.56 / -12.35 eV
F_max: 11.2 eV/Å
Kohn-Sham gap (alpha / beta): 5.91 / 6.16 eV
net charge: +2
lowest unoccupied orbital energy (alpha / beta): -6.66 / -6.18 eV
electronic energy: -61231.364 eV

Geometry (Å):
H  1.4126  5.5004  -0.3955
H  2.3092  -2.2082  -2.5973
H  -0.7314  -3.4322  2.7051
H  3.6777  1.3696  -0.6079
H  -3.6470  0.9644  3.4579
C  1.6523  -2.1553  -1.7286
H  2.4580  -0.9116  -0.2777
H  -1.1682  3.0028  0.8345
H  3.7038  3.1416  0.5151
O  -1.0861  0.9011  2.7768
C  -0.9381  -4.8101  -0.0917
C  3.7550  2.6272  1.4805
O  -1.3680  1.5162  -2.4007
H  0.5982  2.3729  2.8876
P  1.5086  1.8687  0.2899
H  -0.0252  -5.3953  -0.2575
C  1.8432  4.5362  -0.0932
C  -1.3795  -3.2024  1.8558
H  3.9773  3.3836  2.2423
H  -1.7013  -2.1513  1.9457
H  -2.6000  -2.7190  -2.1255
C  -3.3192  -0.7881  -1.5077
H  -1.0106  4.6668  0.2401
C  1.6477  2.6640  2.9022
H  -4.4106  -0.9136  -1.5287
Bi  0.0560  -0.0860  0.2159
H  -2.8733  2.0897  -0.0888
C  -0.8628  0.8867  -1.4492
C  0.1847  -2.3719  -2.0967
H  2.2586  4.6664  0.9089
H  -4.2223  1.3365  0.7572
C  -2.6601  -2.1358  -1.1868
C  -3.2270  1.7912  0.8883
H  2.0499  2.4585  3.9082
H  2.6585  0.8856  2.1784
H  -0.1187  -1.6938  -2.9082
C  2.3539  0.3099  -1.9539
C  2.6807  1.5036  -1.0716
H  -3.0068  -0.3717  -2.4638
C  -3.4000  0.0456  2.8919
C  0.7448  3.4610  -0.1221
H  -0.1936  4.1723  1.7365
H  -2.2613  -3.8445  1.9243
H  1.7352  3.7463  2.7417
H  -2.9493  -0.6618  3.5646
N  1.8742  -0.8133  -1.1152
H  1.5698  0.5366  -2.6831
H  -4.2263  -0.3643  2.3745
H  -1.5719  -5.3869  0.5922
H  -3.2876  2.6428  1.5603
H  2.7501  2.4097  -1.6987
C  -0.6051  -3.4301  0.5420
C  -3.4607  -2.9249  -0.1553
H  0.4589  -3.3734  0.7546
H  -3.4294  -2.4525  0.8389
H  -1.4611  -4.7169  -1.0421
H  0.7162  -0.8455  1.3608
P  -0.9429  -2.1286  -0.6791
H  0.0465  -3.4062  -2.4636
H  0.4007  3.3250  -1.1538
H  -4.5134  -2.9731  -0.4475
H  3.2384  -0.0633  -2.4968
H  4.5771  1.9205  1.4383
H  -3.0829  -3.9373  -0.0676
H  1.9791  -2.8896  -0.9895
H  -3.1053  -0.0481  -0.7192
C  -0.4683  3.8420  0.7298
H  2.6600  4.3143  -0.7841
S  -2.1242  0.5164  1.6946
C  2.4397  1.9088  1.8275

Atomic partial charges in e from the natural (NBO) method, atoms 1 to 2: 0.256, 0.241

No. 3
ORCA calculation (wB97M-V/def2-TZVPD) on a structure of composition C19H44Cl2HfNPSb.

Values from the calculation:
highest occupied orbital energy: -18.29 eV
F_max: 3.4 eV/Å
Kohn-Sham gap: 7.35 eV
net charge: +3
lowest unoccupied orbital energy: -10.94 eV
electronic energy: -64056.640 eV

Geometry (Å):
H  -0.0934  1.9043  -5.8918
H  -0.6001  -2.0805  -5.4295
H  -3.2440  -1.2037  -5.2525
C  -0.5516  2.4540  -5.0721
H  5.0064  -5.3651  1.2195
H  5.7990  -1.5618  -0.8435
H  2.0975  -4.6603  -1.0013
H  -1.6336  2.4245  -5.1850
C  5.1573  -1.9857  -1.6084
H  5.0644  -3.8140  2.0223
H  1.8410  -2.5667  -2.1617
H  1.4350  -4.1554  1.5470
H  -2.2737  -0.2067  2.0287
H  2.0474  -2.1166  2.9791
C  1.2062  -0.9980  -5.9234
H  2.8775  0.9946  0.9025
H  1.6260  0.0070  -5.8789
H  -0.2477  3.4964  -5.1623
C  2.5353  0.2480  1.6250
H  3.8163  -4.5402  -1.4676
P  2.9768  -2.2561  0.3041
H  -0.8785  -0.4390  -6.0625
H  5.5667  -3.9600  0.3373
C  -0.2255  -1.0566  -5.4426
H  3.3191  -3.0091  -3.0097
H  1.4663  -0.0239  1.4650
H  3.1400  -1.0352  3.8401
C  3.4033  -4.0839  0.6339
Cl  -1.1747  1.1081  0.4028
C  2.4201  -4.5963  1.6892
H  3.2525  -5.8896  -0.5163
H  -4.5493  -0.2081  -4.6449
H  4.0029  0.2489  -2.4585
C  -0.1233  1.9203  -3.7207
H  -3.1119  0.7738  -2.8997
C  -3.4659  -0.2618  -4.7577
C  -2.2771  -0.1773  0.9359
C  4.8460  -4.2972  1.0753
Cl  -1.6834  -1.7209  0.2848
C  -2.8387  -0.1677  -3.3827
H  1.2147  -1.3046  -6.9691
H  2.6477  -1.4263  -3.3097
H  5.2960  -3.0620  -1.6117
H  2.7598  -4.4128  2.7025
C  4.9034  -0.6453  1.7256
Sb  -0.6296  -0.2001  -3.4402
H  5.1974  0.0611  0.9550
H  -3.2821  0.0256  0.5494
H  4.2667  0.4097  -0.7425
H  5.5274  -1.5295  1.6339
H  2.3133  -5.6736  1.5858
C  3.1259  -4.8204  -0.6787
C  3.6242  -0.0637  -1.4825
H  -0.6255  2.4741  -2.9225
H  5.1367  -0.1828  2.6832
C  2.8109  -2.1760  -2.5266
C  3.6931  -1.5979  -1.3949
H  2.5732  0.3419  -1.3800
N  1.3763  -2.1653  0.0927
Hf  0.7204  -0.6222  -0.8526
C  3.0633  -1.7277  3.0055
H  0.9593  2.0339  -3.5920
H  -3.1669  -1.0085  -2.7694
H  3.7527  -2.5390  3.2118
H  -3.1764  0.5626  -5.4059
C  3.4212  -1.0092  1.7020
H  5.5074  -1.6141  -2.5710
H  2.5809  0.7392  2.5984
H  1.8482  -1.6942  -5.3852

Atomic partial charges in e from the natural (NBO) method, atoms 1 to 2: 0.221, 0.250

No. 4
ORCA calculation (wB97M-V/def2-TZVPD) on a structure of composition C19H44ClIrNP2S.

Values from the calculation:
highest occupied orbital energy (alpha / beta): -4.54 / -6.30 eV
spin multiplicity: 6
F_max: 3.9 eV/Å
Kohn-Sham gap (alpha / beta): 4.55 / 3.45 eV
net charge: 0
lowest unoccupied orbital energy (alpha / beta): 0.01 / -2.85 eV
electronic energy: -66671.883 eV

Geometry (Å):
H  1.4437  2.2621  2.4617
H  1.5576  3.7624  3.3745
C  1.5217  3.3457  2.3466
C  -2.7868  -4.4074  -1.2860
C  -2.9951  -1.9253  -0.4370
H  -0.7964  2.1949  2.3962
H  -1.6528  5.6056  -0.4886
H  -2.6433  2.9445  -0.4046
C  -1.2007  -3.2804  2.2880
H  2.3614  -2.6017  -2.7104
H  -2.7101  2.9782  -2.1557
H  -1.2541  3.7193  3.0968
H  -1.7502  1.7703  -1.3954
C  -2.1635  -3.0175  -1.1511
H  0.2267  5.0023  1.8390
H  1.1343  -0.4172  0.4811
H  -2.2750  -4.9488  -2.0897
S  0.2461  -0.0481  3.5161
H  -1.8109  3.3334  1.4540
H  -2.7029  -4.9751  -0.3471
H  -0.1577  -4.9178  1.3479
C  2.7562  4.4043  -1.4945
C  2.8776  2.0146  -0.5246
H  3.6683  1.8095  -1.2627
H  1.5948  -3.9091  2.6910
H  -1.1563  -3.7499  3.2814
C  1.2329  -3.3366  1.8251
H  -0.6968  -0.6252  0.6725
H  -2.2156  -3.4056  1.8964
H  3.7701  4.1587  -1.8455
C  -0.0904  0.0625  5.1067
Cl  -0.4775  -0.3828  -2.6265
H  -3.8562  -4.3158  -1.5614
H  1.5036  2.6715  -1.9928
C  -0.1371  -3.8027  1.3206
C  0.6963  -3.6624  -1.7758
H  0.1136  -5.7410  -1.6834
H  2.4604  3.6076  1.8565
H  -1.9678  -2.6141  -2.1678
H  3.3696  2.2781  0.4110
Ir  0.1496  -1.0959  -0.5687
H  2.0000  -3.3796  1.0443
H  1.6705  -5.4681  -2.4882
H  1.5635  -5.3543  -0.7119
C  -2.0408  2.8260  -1.3029
H  -0.3732  3.5036  -2.3732
H  0.1788  -3.4635  -2.7350
C  -0.9659  3.2378  2.1335
C  -0.8624  3.7832  -1.4185
H  2.8059  5.0719  -0.6241
H  1.1368  -2.2934  2.1620
H  2.7079  -3.0838  -1.0293
H  -0.3604  5.8694  -1.6379
H  -3.2736  -2.2022  0.5760
H  2.3567  1.0580  -0.3799
C  1.0277  -5.1512  -1.6484
C  1.9668  3.1126  -1.0803
H  2.1918  4.9295  -2.2709
H  1.6536  -1.6575  -1.4418
P  0.5657  3.8764  -0.2329
H  -1.0073  -2.2065  2.4609
N  -0.3343  0.1379  6.2646
P  -0.4636  -3.1644  -0.3880
C  -1.2739  5.2810  -1.4619
H  -2.4003  -0.9991  -0.3910
H  -1.9946  5.5044  -2.2560
C  1.9303  -2.7224  -1.7202
C  0.3049  3.9061  1.5853
H  -3.8982  -1.6966  -1.0210

Atomic partial charges in e from the natural (NBO) method, atoms 1 to 2: 0.273, 0.242